[1]
Molecular formula: C4H10N2
Method: DFT, the ωB97M-V functional and the def2-TZVPD basis

Results
- HOMO (eV) = -8.39
- lowest unoccupied orbital energy (eV) = 0.4
- relative energy (zero: lowest compared OMol25 entry of this formula, charge and spin) (kcal/mol) = 200.17
- spin multiplicity = 1

Geometry as XYZ:
```
16
Properties=species:S:1:pos:R:3:forces:R:3:lowdin_charge:R:1
C -2.36293 -0.20642 1.29071 -1.7 2.5 0.6 -0.17
C -0.45452 0.29514 -0.01629 -0.8 0.4 -0.7 -0.29
C 1.19054 -1.33591 -0.41490 2.2 -2.7 1.6 -0.18
C 1.58547 1.13131 -0.98553 1.6 1.7 -0.6 -0.18
H -3.20164 -0.93545 1.11097 1.2 0.3 0.3 0.06
H -2.35553 0.06430 2.50935 0.5 -1.1 -3.3 0.12
H -2.81068 0.79216 0.80976 1.0 -1.7 0.9 0.08
H -0.86630 1.28845 -0.39938 0.4 -1.0 1.1 0.13
H 1.92503 -1.65477 -1.41199 -2.3 0.6 3.1 0.11
H 1.98337 -1.32206 0.72265 -2.3 -0.6 -3.4 0.14
H -0.01091 -2.06721 -0.07535 4.2 2.3 -1.3 0.19
H 0.95874 2.29792 -0.31237 2.3 -3.6 -2.6 0.17
H 3.08449 1.03287 -0.49426 -4.5 0.2 -1.3 0.17
H 1.64825 1.20165 -2.42047 -0.1 0.1 4.6 0.14
N -1.09060 -0.58122 0.64898 -1.1 0.7 1.4 -0.08
N 0.77724 -0.00077 -0.56188 -0.6 1.8 -0.3 -0.41
```
Forces are in eV/Å.

[2]
Molecular formula: C4H10N2
Method: DFT, the ωB97M-V functional and the def2-TZVPD basis

Results
- HOMO (alpha / beta) (eV) = -6.04 / -6.04
- lowest unoccupied orbital energy (alpha / beta) (eV) = 0.7 / 0.7
- relative energy (zero: lowest compared OMol25 entry of this formula, charge and spin) (kcal/mol) = 140.52
- spin multiplicity = 1

Geometry as XYZ:
```
16
Properties=species:S:1:pos:R:3:forces:R:3:lowdin_charge:R:1
C -0.00541 0.68609 -0.06438 -0.8 0.3 -2.3 -0.30
C -0.10705 -0.69974 0.00917 1.3 -0.4 3.3 -0.11
C -0.94027 -0.07444 -2.04986 0.1 1.1 0.3 -0.07
N 1.12160 1.35907 -0.34801 -0.1 -0.2 0.2 0.12
C 0.63901 -0.66385 2.04647 -0.3 -1.0 -1.4 -0.20
N -0.07750 -0.88556 3.05702 -0.2 0.5 0.3 -0.02
H -0.80821 1.28437 0.34904 0.0 -0.1 0.0 0.14
H 1.20057 2.33834 -0.13604 0.0 -0.1 -0.2 0.11
H 1.91711 0.87311 -0.73043 0.0 0.1 0.2 0.12
H -1.08252 -0.84872 2.84501 0.1 -0.2 -0.1 0.02
H -1.04965 -1.13977 0.28797 0.0 0.0 -0.2 0.09
H 0.66841 -1.33179 -0.39663 -0.1 0.0 -0.2 0.09
H 1.73352 -0.68044 2.20673 -0.1 0.1 0.0 0.03
H -0.14387 0.18938 -2.74302 0.0 0.1 0.0 -0.01
H -1.32263 -1.06744 -2.27692 0.0 -0.1 0.4 0.00
H -1.74310 0.66138 -2.05610 0.0 0.0 -0.2 -0.01
```
Forces are in eV/Å.

[3]
Molecular formula: C4H10N2
Method: DFT, the ωB97M-V functional and the def2-TZVPD basis

Results
- HOMO (alpha / beta) (eV) = -7.54 / -7.54
- lowest unoccupied orbital energy (alpha / beta) (eV) = 0.9 / 0.9
- relative energy (zero: lowest compared OMol25 entry of this formula, charge and spin) (kcal/mol) = 157.98
- spin multiplicity = 1

Geometry as XYZ:
```
16
Properties=species:S:1:pos:R:3:forces:R:3:lowdin_charge:R:1
C 1.57618 0.35866 0.73144 2.0 2.7 0.2 -0.06
C 0.16018 0.29424 0.37554 1.2 1.6 2.2 -0.24
C 0.36512 0.04926 -1.88057 -6.0 -1.2 -2.5 -0.07
C -0.68022 0.40520 -0.79940 0.0 0.7 -0.9 -0.21
N 0.56121 -0.32813 1.44324 -2.9 -1.4 -2.0 -0.18
N 0.23783 -1.30237 2.20545 1.3 -0.3 1.5 0.06
H 2.35618 0.01780 0.08424 0.3 -2.0 -0.4 0.09
H 2.12208 1.19907 1.20759 -1.1 0.1 0.5 0.10
H -1.21443 2.22522 0.72091 0.0 2.4 0.2 0.03
H 0.19501 0.54649 -2.87020 -0.1 -0.8 0.7 0.10
H 0.21088 -1.01979 -1.84791 0.8 -0.5 -1.1 0.09
H 1.25374 0.28341 -1.57007 5.0 1.3 1.5 -0.02
H -1.46281 -0.34800 -0.72842 -0.3 0.2 -0.3 0.11
H -1.10254 1.41518 -1.02599 0.2 -0.8 0.7 0.08
H -0.73804 -1.50476 2.03681 -0.3 0.0 -0.3 0.02
H -1.20628 3.04097 0.69494 -0.1 -2.1 0.2 0.07
```
Forces are in eV/Å.

[4]
Molecular formula: C4H10N2
Method: DFT, the ωB97M-V functional and the def2-TZVPD basis

Results
- HOMO (eV) = -8.15
- lowest unoccupied orbital energy (eV) = 0.9
- relative energy (zero: lowest compared OMol25 entry of this formula, charge and spin) (kcal/mol) = 78.81
- SMILES = C=CN.C=NC
- spin multiplicity = 1

Geometry as XYZ:
```
16
Properties=species:S:1:pos:R:3:forces:R:3:lowdin_charge:R:1
C -1.12890 1.84353 0.28504 1.9 -0.3 0.9 -0.06
C -1.79701 1.80131 -0.88049 0.6 -1.6 0.2 -0.27
N -1.79597 0.59332 -1.73695 -0.2 2.4 1.3 0.00
H -0.48664 0.97178 0.62317 -1.0 0.7 -0.8 0.02
H -0.85520 2.69043 0.99054 -1.4 -0.6 -1.4 0.06
H -2.42456 2.61308 -1.21668 0.0 0.1 -0.2 0.08
H -0.94967 0.06385 -1.48137 -0.6 0.2 -1.0 0.05
H -1.96948 0.89168 -2.71337 0.8 -0.8 0.9 0.07
C 0.69617 -2.31620 -0.14066 2.7 2.4 3.6 -0.06
N 0.74123 -1.22442 0.59477 -1.9 -1.3 -0.8 -0.13
C 1.89210 -0.69665 1.38178 -0.8 2.3 -1.9 -0.14
H 1.75471 -2.72794 -0.21104 -1.5 -0.7 -0.8 0.08
H -0.26994 -2.88001 -0.27930 1.2 1.0 -0.5 0.08
H 1.61298 0.17664 2.09091 0.0 -1.6 -1.3 0.10
H 2.73843 -0.29940 0.77484 -0.6 -0.4 0.0 0.08
H 2.24177 -1.50097 1.91881 1.0 -1.7 1.6 0.03
```
Forces are in eV/Å.

[5]
Molecular formula: C4H10N2
Method: DFT, the ωB97M-V functional and the def2-TZVPD basis

Results
- HOMO (eV) = -9.24
- lowest unoccupied orbital energy (eV) = 1.1
- relative energy (zero: lowest compared OMol25 entry of this formula, charge and spin) (kcal/mol) = 62.03
- SMILES = C[C@@H]1NC[C@@H]1N
- spin multiplicity = 1

Geometry as XYZ:
```
16
Properties=species:S:1:pos:R:3:forces:R:3:lowdin_charge:R:1
C 0.77388 1.53741 -0.25281 -2.5 -0.4 -1.3 -0.06
C 0.55653 0.27219 0.67204 0.4 1.6 0.5 -0.36
N 1.26273 -0.91560 0.14166 1.2 1.9 -0.8 -0.01
C -0.00403 -1.25108 -0.60127 1.4 2.1 -2.0 -0.15
C -0.74544 -0.40555 0.44061 0.6 -0.7 -1.2 -0.43
N -1.76480 0.47013 0.01441 -1.2 0.6 -1.7 0.03
H 1.72644 1.95486 -0.31106 2.1 0.1 0.5 0.03
H 0.14693 2.52414 -0.28930 0.3 -2.2 0.7 0.11
H 0.62805 1.03136 -1.23682 0.2 1.0 0.2 0.06
H 0.67431 0.45136 1.70536 0.9 0.6 1.2 0.11
H 2.07600 -0.48373 -0.38232 -1.1 -1.5 0.2 0.12
H -0.14124 -0.62087 -1.60625 0.4 -2.0 1.5 0.13
H -0.05357 -2.30951 -0.66942 -0.8 -0.8 -0.5 0.09
H -0.98061 -1.12665 1.21128 -0.7 0.6 0.7 0.15
H -1.50591 0.94668 -0.93714 -0.8 -1.4 2.4 0.11
H -2.54162 -0.16719 -0.12817 -0.6 0.7 -0.5 0.07
```
Forces are in eV/Å.

[6]
Molecular formula: C4H10N2
Method: DFT, the ωB97M-V functional and the def2-TZVPD basis

Results
- HOMO (alpha / beta) (eV) = -6.74 / -8.25
- lowest unoccupied orbital energy (alpha / beta) (eV) = 0.5 / 1.0
- relative energy (zero: lowest compared OMol25 entry of this formula, charge and spin) (kcal/mol) = 119.43
- spin multiplicity = 1

Geometry as XYZ:
```
16
Properties=species:S:1:pos:R:3:forces:R:3:lowdin_charge:R:1
C -1.18602 -0.53246 -0.23125 1.8 1.6 0.2 -0.16
C 0.11788 -0.03649 0.47912 -1.3 -0.7 0.1 -0.33
C 1.33107 -0.88484 0.55818 -0.5 -0.3 -2.1 -0.10
C 0.00924 1.18369 1.35965 0.7 1.7 -3.0 -0.09
N -1.09911 0.09311 -1.61412 1.1 -1.0 -1.1 -0.13
N 0.24069 0.35895 -1.88899 0.0 -0.5 2.1 0.03
H -1.32387 -1.63655 -0.32055 0.1 0.9 0.4 0.11
H -1.97509 0.00636 0.32545 -0.2 -0.8 -0.6 0.09
H 1.18363 -1.81699 1.03599 -0.6 -1.1 1.1 0.05
H 2.07313 -0.37477 1.14437 0.9 0.2 -0.4 0.07
H 1.59587 -1.30704 -0.49199 0.2 1.4 1.4 0.10
H 0.77074 2.04778 1.09437 -1.1 -1.8 0.4 0.12
H 0.18077 0.88634 2.34124 0.2 -0.2 2.1 0.04
H -0.96686 1.67261 1.23702 0.2 -0.3 0.3 0.07
H -1.39707 -0.58504 -2.34146 -0.5 0.8 0.3 0.11
H 0.44500 0.92535 -2.68704 -1.0 0.3 -1.2 0.03
```
Forces are in eV/Å.